# 1
The following is a quantum chemistry calculation of C7H9N3 in the gas phase at a distorted geometry, from the OMol25 dataset.

Its structure (SMILES) is C[C@@]1(C#N)CCCN1C#N. The calculated total energy comes out at -436.34560 a.u. For the HOMO-LUMO gap, the calculation gives 9.9583 eV. Its energy above the lowest of the compared OMol25 structures with the same formula, charge and spin is 1.922 eV. Its spin multiplicity is 1.

Last column: Löwdin charge in e.
Element x y z (Å)
C1 0.34 0.87 -1.78  -0.005
C2 0.12 0.65 -0.27  -0.454
C3 0.47 1.85 0.45  -0.155
N1 0.82 2.80 1.00  0.190
C4 -1.32 0.15 -0.10  -0.104
C5 -1.26 -0.64 1.25  -0.134
C6 0.02 -1.37 1.04  -0.139
N2 0.93 -0.50 0.27  -0.041
C7 2.16 -0.71 0.02  -0.334
N3 3.28 -0.91 -0.20  0.154
H1 0.44 -0.11 -2.24  0.092
H2 1.19 1.43 -2.02  0.069
H3 -0.60 1.36 -2.12  0.109
H4 -1.57 -0.61 -0.98  0.171
H5 -1.98 1.00 0.00  0.118
H6 -1.29 -0.04 2.10  0.091
H7 -2.20 -1.28 1.23  0.140
H8 0.57 -1.74 1.90  0.137
H9 -0.12 -2.18 0.43  0.097

# 2
The following is a quantum chemistry calculation of C7H9N3O in the gas phase at a distorted geometry, from the OMol25 dataset.

Its structure (SMILES) is NNC(=O)Cc1ccncc1. The calculated total energy comes out at -511.40446 a.u. For the HOMO-LUMO gap, the calculation gives 9.7511 eV. Its energy above the lowest of the compared OMol25 structures with the same formula, charge and spin is 6.560 eV. Its spin multiplicity is 1.

Last column: Löwdin charge in e.
Element x y z (Å)
N1 2.06 -1.94 -1.92  -0.007
N2 1.37 -0.88 -1.47  -0.144
C1 1.91 0.18 -0.71  -0.437
O1 2.98 0.10 -0.20  0.090
C2 0.76 1.17 -0.30  -0.063
C3 -0.39 0.74 0.39  -0.178
C4 -1.35 1.60 0.76  -0.003
C5 -2.64 1.13 1.27  -0.058
N3 -2.87 -0.16 1.73  0.025
C6 -1.88 -1.04 1.36  -0.124
C7 -0.61 -0.73 0.71  0.049
H1 2.82 -1.33 -2.46  0.141
H2 2.60 -2.41 -1.09  0.125
H3 0.26 -0.72 -1.56  0.197
H4 1.30 2.08 0.01  0.164
H5 0.49 1.28 -1.10  -0.018
H6 -1.47 2.42 0.41  0.012
H7 -3.28 1.91 1.50  0.075
H8 -2.20 -2.09 1.93  0.152
H9 0.12 -1.31 0.75  0.003

# 3
The following is a quantum chemistry calculation of C7H9N3O2 in the gas phase at a distorted geometry, from the OMol25 dataset.

Its structure (SMILES) is Oc1ccc(O)n1N1CCC=N1. The calculated total energy comes out at -586.73554 a.u. For the HOMO-LUMO gap, the calculation gives 7.5196 eV. Its energy above the lowest of the compared OMol25 structures with the same formula, charge and spin is 5.030 eV. Its spin multiplicity is 1.

Last column: Löwdin charge in e.
Element x y z (Å)
O1 1.20 -2.81 0.38  0.101
C1 1.12 -1.68 1.02  -0.382
C2 1.77 -1.34 2.17  -0.060
C3 1.34 -0.09 2.58  -0.066
C4 0.67 0.50 1.57  -0.323
O2 -0.25 1.51 1.44  0.059
N1 0.50 -0.50 0.61  0.069
N2 -0.23 -0.39 -0.75  -0.022
C5 0.05 0.79 -1.61  -0.169
C6 -1.27 1.23 -2.07  -0.152
C7 -2.26 0.45 -1.19  -0.134
N3 -1.66 -0.40 -0.49  0.075
H1 0.66 -2.80 -0.47  0.150
H2 2.25 -2.05 2.78  0.097
H3 1.88 0.49 3.40  0.136
H4 -0.76 1.42 0.64  0.047
H5 0.77 0.55 -2.37  0.110
H6 0.54 1.60 -1.05  0.123
H7 -1.55 0.83 -3.10  0.134
H8 -1.48 2.30 -2.11  0.111
H9 -3.27 0.39 -1.38  0.096

# 4
The following is a quantum chemistry calculation of 2 unconnected molecules or ions with the total composition C7H9N3O2 at a distorted geometry, from the OMol25 dataset.

Its structure (SMILES) is [H]/N=C(/CC)C(=O)O.N#CC=C=N. The calculated total energy comes out at -586.78128 a.u. For the HOMO-LUMO gap, the calculation gives 9.8161 eV. Its energy above the lowest of the compared OMol25 structures with the same formula, charge and spin is 3.786 eV. Its spin multiplicity is 1.

Last column: Löwdin charge in e.
Element x y z (Å)
H1 -1.24 -0.07 -2.00  0.030
N1 -0.40 0.29 -1.74  0.185
C1 0.31 -0.27 -0.84  -0.325
C2 1.74 0.00 -0.68  -0.164
C3 2.27 0.48 0.74  -0.044
C4 -0.04 -1.54 0.01  -0.483
O1 0.22 -1.68 1.16  0.126
O2 -0.69 -2.43 -0.77  0.146
H2 1.84 0.79 -1.46  0.116
H3 2.24 -0.94 -1.17  0.165
H4 2.14 -0.24 1.56  0.082
H5 1.82 1.38 1.02  0.050
H6 3.20 0.78 0.52  0.020
H7 -0.97 -3.14 -0.31  0.061
N2 -3.16 -1.21 0.44  0.171
C5 -2.62 -0.31 0.91  -0.269
C6 -1.74 0.69 1.29  -0.117
C7 -1.50 1.68 0.45  -0.191
N3 -1.44 2.58 -0.33  0.198
H8 -1.35 0.56 2.27  0.113
H9 -0.64 2.60 -1.05  0.130

Repeat the third record exactly.
The following is a quantum chemistry calculation of C7H9N3O2 in the gas phase at a distorted geometry, from the OMol25 dataset.

Its structure (SMILES) is Oc1ccc(O)n1N1CCC=N1. The calculated total energy comes out at -586.73554 a.u. For the HOMO-LUMO gap, the calculation gives 7.5196 eV. Its energy above the lowest of the compared OMol25 structures with the same formula, charge and spin is 5.030 eV. Its spin multiplicity is 1.

Last column: Löwdin charge in e.
Element x y z (Å)
O1 1.20 -2.81 0.38  0.101
C1 1.12 -1.68 1.02  -0.382
C2 1.77 -1.34 2.17  -0.060
C3 1.34 -0.09 2.58  -0.066
C4 0.67 0.50 1.57  -0.323
O2 -0.25 1.51 1.44  0.059
N1 0.50 -0.50 0.61  0.069
N2 -0.23 -0.39 -0.75  -0.022
C5 0.05 0.79 -1.61  -0.169
C6 -1.27 1.23 -2.07  -0.152
C7 -2.26 0.45 -1.19  -0.134
N3 -1.66 -0.40 -0.49  0.075
H1 0.66 -2.80 -0.47  0.150
H2 2.25 -2.05 2.78  0.097
H3 1.88 0.49 3.40  0.136
H4 -0.76 1.42 0.64  0.047
H5 0.77 0.55 -2.37  0.110
H6 0.54 1.60 -1.05  0.123
H7 -1.55 0.83 -3.10  0.134
H8 -1.48 2.30 -2.11  0.111
H9 -3.27 0.39 -1.38  0.096